{"formula": "C38H88N4O8", "method": "ωB97M-V/def2-TZVPD", "homo_ev": -8.2, "relative_energy_ev": 2.593, "homo_lumo_gap_ev": 8.369, "species": ["C", "C", "O", "H", "H", "H", "H", "H", "H", "O", "H", "H", "O", "H", "H", "O", "H", "H", "C", "C", "C", "C", "C", "C", "N", "O", "C", "C", "C", "H", "H", "H", "H", "H", "H", "H", "H", "H", "H", "H", "H", "H", "H", "H", "H", "H", "H", "H", "C", "C", "C", "C", "C", "C", "N", "O", "C", "C", "C", "H", "H", "H", "H", "H", "H", "H", "H", "H", "H", "H", "H", "H", "H", "H", "H", "H", "H", "H", "C", "C", "C", "C", "C", "C", "N", "O", "C", "C", "C", "H", "H", "H", "H", "H", "H", "H", "H", "H", "H", "H", "H", "H", "H", "H", "H", "H", "H", "H", "C", "C", "C", "C", "C", "C", "N", "O", "C", "C", "C", "H", "H", "H", "H", "H", "H", "H", "H", "H", "H", "H", "H", "H", "H", "H", "H", "H", "H", "H"], "positions_angstrom": [[-0.611, -0.785, -0.148], [-0.995, 0.468, -0.903], [-0.140, 0.593, -2.079], [0.465, -0.802, 0.026], [-0.816, -1.637, -0.797], [-1.096, -0.733, 0.826], [-0.713, 1.300, -0.258], [-2.055, 0.362, -1.133], [-0.544, 1.040, -2.827], [3.059, -1.195, -2.439], [2.745, -2.055, -2.719], [2.263, -0.699, -2.250], [4.458, -2.626, 2.001], [3.839, -3.272, 1.662], [4.513, -1.962, 1.314], [1.149, -4.543, -3.409], [2.060, -4.793, -3.567], [0.769, -4.456, -4.283], [0.457, 1.911, 8.606], [0.410, 0.723, 7.531], [1.860, 0.430, 7.041], [1.975, -0.842, 6.207], [1.354, -2.046, 6.921], [-0.040, -1.824, 7.525], [-0.070, -0.504, 8.227], [-1.323, -0.273, 8.824], [-0.989, -1.868, 6.346], [-0.369, -2.910, 8.518], [-0.508, 1.293, 6.387], [-0.398, 2.044, 9.269], [0.742, 2.884, 8.204], [1.209, 1.651, 9.352], [2.094, 1.260, 6.374], [2.482, 0.412, 7.936], [3.038, -1.061, 6.104], [1.546, -0.732, 5.211], [2.161, -2.323, 7.599], [1.292, -2.799, 6.135], [-0.699, -1.433, 5.389], [-1.409, -2.825, 6.037], [-1.903, -1.318, 6.570], [-1.244, -2.708, 9.135], [-0.554, -3.888, 8.071], [0.340, -2.987, 9.341], [-0.395, 0.725, 5.464], [-0.349, 2.344, 6.146], [-1.536, 1.277, 6.750], [-1.076, -0.457, 9.733], [0.748, 3.037, -6.354], [-0.534, 3.223, -7.166], [-0.371, 2.183, -8.319], [-1.639, 1.955, -9.078], [-2.796, 1.661, -8.114], [-3.063, 2.671, -6.978], [-1.769, 2.866, -6.302], [-1.902, 3.612, -5.111], [-3.641, 3.990, -7.552], [-4.121, 2.136, -6.011], [-0.435, 4.716, -7.737], [1.662, 3.296, -6.887], [0.878, 1.978, -6.128], [0.781, 3.557, -5.397], [0.375, 2.563, -9.018], [0.018, 1.234, -7.950], [-1.550, 1.088, -9.734], [-1.884, 2.850, -9.649], [-2.468, 0.686, -7.752], [-3.602, 1.494, -8.829], [-3.485, 4.838, -6.885], [-3.247, 4.257, -8.532], [-4.715, 3.977, -7.737], [-4.460, 2.837, -5.248], [-5.003, 1.736, -6.512], [-3.771, 1.252, -5.478], [-0.743, 5.413, -6.958], [-1.186, 4.867, -8.512], [0.586, 4.926, -8.056], [-2.006, 4.467, -5.534], [3.786, 8.172, -0.692], [2.649, 7.160, -0.428], [3.354, 5.815, -0.206], [2.465, 4.719, 0.388], [1.889, 5.219, 1.716], [1.078, 6.548, 1.503], [1.846, 7.587, 0.778], [1.173, 8.784, 0.523], [-0.278, 6.178, 0.724], [0.691, 7.125, 2.877], [1.851, 7.038, -1.750], [3.373, 9.157, -0.912], [4.506, 7.774, -1.406], [4.442, 8.314, 0.167], [3.706, 5.398, -1.149], [4.288, 5.943, 0.343], [3.117, 3.896, 0.683], [1.715, 4.323, -0.297], [2.717, 5.337, 2.414], [1.148, 4.558, 2.166], [-0.180, 5.471, -0.100], [-0.851, 5.588, 1.439], [-0.863, 7.050, 0.435], [0.226, 6.352, 3.488], [1.399, 7.741, 3.432], [-0.151, 7.770, 2.626], [1.046, 6.312, -1.638], [2.382, 6.655, -2.621], [1.417, 7.979, -2.088], [1.506, 9.339, 1.233], [1.480, -9.536, 0.022], [0.030, -8.977, -0.269], [-0.942, -10.106, 0.319], [-2.414, -9.676, 0.490], [-2.528, -8.384, 1.271], [-1.533, -7.239, 0.785], [-0.201, -7.769, 0.543], [0.725, -6.785, 0.158], [-2.161, -6.528, -0.406], [-1.452, -6.258, 2.075], [-0.187, -8.784, -1.793], [2.257, -8.863, -0.339], [1.745, -9.675, 1.071], [1.648, -10.529, -0.396], [-0.955, -10.978, -0.335], [-0.423, -10.507, 1.190], [-2.895, -9.558, -0.481], [-3.010, -10.397, 1.049], [-2.356, -8.569, 2.331], [-3.587, -8.127, 1.234], [-3.155, -6.116, -0.235], [-2.320, -7.224, -1.230], [-1.522, -5.733, -0.792], [-1.190, -6.747, 3.013], [-2.458, -5.840, 2.100], [-0.792, -5.421, 1.844], [0.061, -7.795, -2.177], [0.461, -9.431, -2.385], [-1.199, -9.032, -2.116], [0.321, -6.441, -0.642]]}

***

{"formula": "C38H89BF4NO22P3S5", "method": "ωB97M-V/def2-TZVPD", "homo_ev": -8.2, "relative_energy_ev": 4.418, "homo_lumo_gap_ev": 7.850, "species": ["N", "H", "H", "H", "H", "B", "F", "F", "F", "F", "C", "C", "C", "S", "O", "O", "C", "H", "H", "H", "H", "H", "H", "H", "H", "C", "C", "C", "S", "O", "O", "C", "H", "H", "H", "H", "H", "H", "H", "H", "C", "C", "C", "S", "O", "O", "C", "H", "H", "H", "H", "H", "H", "H", "H", "C", "C", "C", "S", "O", "O", "C", "H", "H", "H", "H", "H", "H", "H", "H", "C", "C", "C", "S", "O", "O", "C", "H", "H", "H", "H", "H", "H", "H", "H", "C", "C", "O", "P", "O", "O", "C", "C", "O", "C", "C", "H", "H", "H", "H", "H", "H", "H", "H", "H", "H", "H", "H", "H", "H", "H", "C", "C", "O", "P", "O", "O", "C", "C", "O", "C", "C", "H", "H", "H", "H", "H", "H", "H", "H", "H", "H", "H", "H", "H", "H", "H", "C", "C", "O", "P", "O", "O", "C", "C", "O", "C", "C", "H", "H", "H", "H", "H", "H", "H", "H", "H", "H", "H", "H", "H", "H", "H"], "positions_angstrom": [[-6.916, 6.576, 3.753], [-7.707, 6.681, 3.118], [-7.002, 5.647, 4.203], [-6.930, 7.305, 4.496], [-6.074, 6.582, 3.183], [-6.092, 7.765, 6.820], [-6.713, 7.242, 7.971], [-5.407, 6.754, 6.097], [-7.173, 8.155, 5.962], [-5.257, 8.803, 7.140], [-9.852, 12.604, 6.433], [-8.366, 12.231, 6.757], [-8.047, 10.869, 6.153], [-9.524, 10.267, 5.266], [-10.363, 9.451, 6.135], [-9.142, 9.795, 3.947], [-10.330, 11.864, 5.186], [-10.021, 13.676, 6.467], [-10.376, 12.197, 7.304], [-8.212, 12.091, 7.824], [-7.706, 12.995, 6.354], [-7.853, 10.090, 6.887], [-7.217, 10.831, 5.451], [-11.404, 11.706, 5.177], [-9.899, 12.288, 4.278], [-1.984, 6.706, 7.094], [-0.444, 6.790, 7.023], [-0.002, 8.060, 7.745], [-1.185, 9.307, 7.189], [-0.822, 9.752, 5.851], [-1.422, 10.303, 8.215], [-2.536, 8.141, 7.081], [-2.335, 6.226, 8.002], [-2.374, 6.168, 6.232], [-0.145, 6.793, 5.974], [0.034, 5.937, 7.502], [1.014, 8.411, 7.578], [-0.151, 7.980, 8.824], [-3.240, 8.397, 6.291], [-3.136, 8.329, 7.974], [-8.708, 8.214, 11.472], [-9.352, 7.687, 10.189], [-9.379, 8.881, 9.234], [-9.690, 10.339, 10.258], [-11.056, 10.798, 10.126], [-8.606, 11.292, 10.109], [-9.490, 9.475, 11.829], [-7.676, 8.484, 11.218], [-8.626, 7.532, 12.317], [-10.373, 7.357, 10.426], [-8.956, 6.774, 9.744], [-10.200, 8.868, 8.517], [-8.475, 9.062, 8.654], [-10.475, 9.153, 12.179], [-9.068, 10.079, 12.628], [-6.466, 2.629, 8.940], [-7.452, 1.695, 8.193], [-7.302, 1.919, 6.671], [-6.147, 3.314, 6.465], [-6.648, 4.329, 5.563], [-4.801, 2.828, 6.274], [-6.271, 3.883, 8.124], [-5.551, 2.033, 9.003], [-6.709, 2.782, 9.991], [-8.462, 1.863, 8.559], [-7.178, 0.656, 8.370], [-8.264, 2.269, 6.292], [-6.947, 1.117, 6.031], [-7.178, 4.494, 8.177], [-5.419, 4.530, 8.320], [-3.628, 11.706, 9.914], [-4.618, 10.759, 9.236], [-5.446, 10.004, 10.282], [-4.493, 10.068, 11.827], [-3.984, 8.783, 12.247], [-5.226, 10.884, 12.766], [-3.087, 11.009, 11.149], [-4.139, 12.648, 10.132], [-2.793, 11.919, 9.249], [-4.047, 9.963, 8.753], [-5.188, 11.191, 8.416], [-5.618, 8.980, 9.955], [-6.400, 10.474, 10.526], [-2.372, 10.291, 10.730], [-2.517, 11.558, 11.892], [-0.467, 2.863, 13.596], [-0.602, 4.143, 12.813], [-1.146, 3.793, 11.523], [-1.320, 4.901, 10.383], [-0.582, 6.144, 10.606], [-0.943, 4.098, 9.064], [-1.476, 2.791, 8.879], [-0.350, 1.767, 8.958], [-2.896, 5.091, 10.220], [-3.552, 5.880, 11.244], [-4.915, 6.223, 10.652], [0.192, 2.987, 14.456], [-1.417, 2.491, 13.983], [-0.075, 2.102, 12.921], [-1.246, 4.892, 13.279], [0.370, 4.625, 12.689], [-2.205, 2.505, 9.639], [-2.040, 2.668, 7.952], [0.109, 1.868, 9.944], [-0.737, 0.748, 8.903], [0.449, 1.898, 8.230], [-3.727, 5.378, 12.199], [-2.950, 6.770, 11.407], [-5.432, 6.908, 11.325], [-4.763, 6.747, 9.713], [-5.535, 5.329, 10.583], [-9.525, 5.821, 6.786], [-10.932, 6.018, 7.269], [-11.909, 5.401, 6.421], [-12.860, 4.256, 6.981], [-12.218, 3.193, 7.772], [-13.536, 3.742, 5.647], [-12.759, 3.307, 4.534], [-13.679, 3.061, 3.355], [-14.032, 5.059, 7.678], [-14.340, 4.802, 9.069], [-15.817, 4.519, 9.132], [-8.905, 6.385, 7.489], [-9.179, 4.791, 6.906], [-9.318, 6.217, 5.795], [-10.991, 5.725, 8.321], [-11.172, 7.084, 7.232], [-11.972, 4.034, 4.315], [-12.249, 2.380, 4.818], [-14.444, 3.829, 3.224], [-13.152, 2.935, 2.415], [-14.277, 2.185, 3.624], [-13.733, 3.968, 9.422], [-14.071, 5.654, 9.693], [-16.238, 4.201, 10.088], [-16.414, 5.367, 8.792], [-16.099, 3.710, 8.451], [-0.567, 13.233, 7.738], [-1.381, 12.171, 7.004], [-2.779, 12.439, 7.193], [-3.746, 12.788, 5.984], [-5.158, 12.867, 6.383], [-3.464, 11.627, 4.915], [-3.884, 10.314, 5.251], [-3.129, 9.272, 4.424], [-3.079, 14.049, 5.310], [-2.841, 14.265, 3.919], [-1.415, 14.781, 3.799], [0.484, 12.946, 7.754], [-0.584, 14.172, 7.167], [-0.996, 13.531, 8.692], [-1.100, 12.175, 5.953], [-1.182, 11.229, 7.517], [-3.782, 10.067, 6.313], [-4.961, 10.219, 5.083], [-3.228, 9.509, 3.365], [-2.081, 9.314, 4.721], [-3.512, 8.274, 4.626], [-2.967, 13.328, 3.381], [-3.520, 15.007, 3.499], [-1.096, 15.133, 2.817], [-1.219, 15.570, 4.525], [-0.703, 13.985, 4.039]]}

***

{"formula": "C38H98N6O28", "method": "ωB97M-V/def2-TZVPD", "homo_ev": -6.3, "relative_energy_ev": 74.113, "homo_lumo_gap_ev": 4.891, "species": ["C", "N", "O", "O", "H", "H", "H", "C", "N", "O", "O", "H", "H", "H", "C", "N", "O", "O", "H", "H", "H", "C", "N", "O", "O", "H", "H", "H", "C", "N", "O", "O", "H", "H", "H", "C", "N", "O", "O", "H", "H", "H", "C", "O", "C", "C", "O", "C", "H", "H", "H", "H", "H", "H", "H", "H", "H", "H", "C", "O", "C", "C", "O", "C", "H", "H", "H", "H", "H", "H", "H", "H", "H", "H", "C", "O", "C", "C", "O", "C", "H", "H", "H", "H", "H", "H", "H", "H", "H", "H", "C", "O", "C", "C", "O", "C", "H", "H", "H", "H", "H", "H", "H", "H", "H", "H", "C", "O", "C", "C", "O", "C", "H", "H", "H", "H", "H", "H", "H", "H", "H", "H", "C", "O", "C", "C", "O", "C", "H", "H", "H", "H", "H", "H", "H", "H", "H", "H", "C", "O", "C", "C", "O", "C", "H", "H", "H", "H", "H", "H", "H", "H", "H", "H", "C", "O", "C", "C", "O", "C", "H", "H", "H", "H", "H", "H", "H", "H", "H", "H"], "positions_angstrom": [[1.586, -14.731, 20.304], [1.962, -15.603, 19.155], [1.477, -15.291, 18.087], [2.742, -16.615, 19.279], [2.010, -13.732, 20.200], [1.783, -15.169, 21.282], [0.510, -14.610, 20.183], [2.767, -16.938, 22.309], [1.437, -17.270, 22.831], [0.660, -16.332, 23.000], [1.101, -18.453, 23.092], [3.459, -17.747, 22.542], [3.067, -16.060, 22.882], [2.681, -16.922, 21.223], [1.465, -9.738, 16.141], [1.054, -10.291, 17.506], [0.009, -10.914, 17.531], [1.663, -9.996, 18.478], [0.861, -10.358, 15.478], [2.540, -9.798, 15.973], [1.105, -8.725, 16.322], [1.802, -13.105, 17.231], [2.585, -12.269, 16.305], [3.227, -11.292, 16.780], [2.655, -12.598, 15.068], [1.542, -12.293, 17.911], [2.380, -13.930, 17.647], [0.935, -13.386, 16.634], [3.298, -9.737, 21.703], [4.350, -9.668, 22.722], [4.574, -10.665, 23.443], [5.114, -8.692, 22.787], [3.446, -10.628, 21.093], [3.227, -8.718, 21.322], [2.446, -10.112, 22.271], [5.229, -14.393, 16.295], [5.430, -15.775, 16.813], [5.784, -16.738, 16.096], [5.234, -15.944, 17.988], [4.304, -13.893, 16.581], [5.356, -14.382, 15.213], [5.930, -13.788, 16.871], [1.169, -14.756, 27.717], [1.093, -14.838, 26.302], [0.390, -13.707, 25.762], [0.646, -13.673, 24.212], [2.057, -13.422, 23.999], [2.827, -14.322, 23.208], [0.122, -14.860, 28.002], [1.567, -13.782, 28.001], [1.875, -15.432, 28.200], [0.844, -12.745, 25.997], [-0.682, -13.702, 25.958], [-0.026, -13.016, 23.659], [0.500, -14.709, 23.907], [2.898, -15.298, 23.688], [3.844, -13.953, 23.076], [2.316, -14.526, 22.268], [3.781, -22.211, 17.767], [4.325, -21.115, 18.408], [4.525, -19.991, 17.472], [5.381, -18.870, 18.061], [4.622, -18.214, 19.006], [4.665, -16.776, 18.978], [4.416, -22.670, 17.009], [2.875, -21.904, 17.245], [3.495, -22.885, 18.575], [3.570, -19.602, 17.119], [5.201, -20.346, 16.694], [6.039, -18.266, 17.436], [6.143, -19.401, 18.631], [4.129, -16.334, 19.818], [4.171, -16.429, 18.071], [5.726, -16.538, 19.053], [2.930, -11.198, 19.016], [2.962, -12.572, 19.217], [4.277, -13.052, 18.979], [4.530, -14.480, 19.587], [4.350, -14.394, 21.041], [4.521, -15.539, 21.847], [3.407, -10.627, 19.813], [1.894, -10.868, 18.932], [3.421, -10.989, 18.066], [5.009, -12.400, 19.457], [4.456, -13.102, 17.905], [5.503, -14.845, 19.257], [3.682, -15.084, 19.265], [5.598, -15.700, 21.785], [4.027, -16.422, 21.443], [4.166, -15.349, 22.860], [4.616, -9.824, 17.780], [5.632, -8.850, 17.551], [5.117, -7.507, 17.410], [4.583, -7.332, 15.990], [3.257, -7.866, 15.760], [2.911, -8.100, 14.441], [4.156, -9.628, 18.749], [4.791, -10.899, 17.819], [3.866, -9.815, 16.989], [6.001, -6.883, 17.550], [4.376, -7.254, 18.168], [5.230, -7.835, 15.271], [4.592, -6.260, 15.793], [1.828, -8.223, 14.463], [3.382, -8.975, 13.993], [3.170, -7.240, 13.824], [8.848, -17.399, 24.450], [8.344, -18.722, 24.148], [7.014, -18.790, 23.799], [6.625, -18.093, 22.528], [5.359, -18.441, 21.960], [4.892, -17.637, 20.911], [8.973, -16.912, 23.483], [9.707, -17.465, 25.117], [8.059, -16.866, 24.981], [6.356, -18.405, 24.578], [6.600, -19.798, 23.764], [7.398, -18.296, 21.787], [6.700, -17.018, 22.694], [4.943, -16.615, 21.287], [3.850, -17.911, 20.751], [5.507, -17.801, 20.026], [-2.231, -10.794, 20.494], [-1.104, -11.282, 19.813], [0.177, -10.621, 19.911], [0.903, -10.923, 21.241], [1.621, -12.186, 21.039], [2.505, -12.445, 22.152], [-2.560, -9.871, 20.017], [-2.109, -10.577, 21.555], [-3.042, -11.507, 20.344], [-0.034, -9.566, 19.737], [0.779, -10.870, 19.036], [0.195, -11.101, 22.050], [1.577, -10.147, 21.605], [2.065, -12.251, 23.130], [3.445, -11.895, 22.100], [2.683, -13.507, 21.984], [6.622, -18.027, 26.554], [6.297, -16.979, 25.741], [4.995, -16.490, 26.099], [4.230, -16.126, 24.735], [4.561, -14.962, 23.989], [5.647, -14.962, 23.154], [7.703, -18.161, 26.577], [6.231, -18.968, 26.166], [6.279, -17.966, 27.587], [5.014, -15.533, 26.619], [4.275, -17.191, 26.521], [3.247, -15.817, 25.090], [4.219, -17.128, 24.305], [6.507, -15.100, 23.810], [5.672, -14.064, 22.538], [5.484, -15.852, 22.546], [6.838, -12.655, 21.088], [7.532, -12.072, 19.934], [8.451, -12.915, 19.245], [7.565, -13.674, 18.147], [7.330, -13.021, 16.912], [6.472, -11.944, 16.966], [6.100, -13.434, 20.896], [6.453, -11.939, 21.814], [7.545, -13.136, 21.763], [9.073, -13.513, 19.910], [9.163, -12.390, 18.608], [6.692, -14.026, 18.697], [8.210, -14.517, 17.897], [6.274, -11.449, 16.015], [6.861, -11.242, 17.703], [5.544, -12.252, 17.448]]}